1.
A molecular structure, C40H54BIrN8O2, computed with ωB97M-V with the def2-TZVPD basis set.

```
106
Properties=species:S:1:pos:R:3:lowdin_spin:R:1
C -1.64746 1.30567 -3.62945 0.00
C 0.18836 1.35753 2.61349 0.00
H 0.79950 -5.40537 -1.57298 0.00
H 2.97443 4.14024 0.78555 0.00
N -2.15811 -1.53489 0.83417 0.00
C -2.72305 -2.69254 1.23405 0.00
C -2.08038 1.68028 2.93607 0.00
H -4.20601 -2.25741 2.73023 0.00
C 0.49375 -3.99476 0.04632 0.00
H -3.42118 2.75330 4.16248 0.00
H -4.36126 1.92296 -2.82528 0.00
C 2.07107 -1.80747 3.26332 0.00
C 2.40989 0.10434 -3.59566 0.00
C -2.33631 1.18894 -2.28515 0.00
H 2.51099 -2.75834 5.11435 0.00
H 0.95460 4.02918 -0.00344 0.00
H 3.37972 0.52775 -5.44745 0.00
C 1.83135 -3.29960 -0.20366 0.00
H 1.73732 -2.38067 -0.76485 0.00
H 3.84262 2.78588 3.94786 0.00
C -4.01789 1.07350 -0.84240 0.00
H -0.61440 -0.55674 -3.21134 0.00
H -0.50806 -0.04188 -4.90258 0.00
H -5.71229 0.07470 0.01596 0.00
C 0.73204 -5.03652 1.15343 0.00
H -5.32715 1.60925 0.78518 0.00
H -3.84226 -0.25648 1.57460 0.00
N -0.88660 -1.78334 0.34153 0.00
H 1.14054 -2.91885 -2.72819 0.00
C -0.49992 2.30445 -3.56189 0.00
C 1.72344 -0.86082 -2.79823 0.00
H -0.87670 -5.31824 -1.01576 0.00
H 0.75156 3.30346 1.95285 0.01
C 2.57851 1.46706 -3.11586 0.00
C 2.87928 2.33585 3.70358 0.01
C 1.13883 2.29400 1.78643 0.05
H -0.68894 2.82036 4.13816 0.00
H -0.85364 3.28026 -3.21712 0.00
H 2.59820 -2.53405 2.66149 0.00
C 2.27317 3.06028 -1.41196 0.04
H 1.64465 -5.58942 0.92640 0.00
C 1.31494 -0.99682 5.41059 0.00
H 2.48009 -3.98032 -0.75843 0.00
C -0.87930 2.09239 3.36529 -0.01
H -4.84603 -2.41200 1.09467 0.00
H 2.79153 2.24537 -3.86403 0.00
C 3.60716 1.47057 1.46428 0.01
B -2.79292 -0.15507 1.02389 0.00
H -2.01059 -0.73155 -4.26723 0.00
H 2.46337 4.61041 2.40353 0.00
H 3.11331 -1.76636 -6.34671 0.00
H -0.23061 -4.03314 -2.02128 0.00
C 0.99360 3.07972 -0.54057 0.06
C 0.82027 0.23285 3.41023 0.00
C 2.87915 -0.23531 -4.86102 0.00
O 1.49966 -0.71172 1.27944 0.00
H -2.98672 2.80292 -4.49626 0.00
H -4.32554 -3.84942 1.97632 0.00
H 1.98196 -3.48166 -4.95761 0.00
H -3.49982 1.12785 -4.77341 0.00
C -3.46133 2.02797 3.35353 0.00
C 0.01816 -4.72897 -1.22147 0.00
H 2.32137 -3.05332 0.73298 0.00
C 2.10828 -2.47552 -4.57673 0.00
H 4.63578 1.81357 1.59090 0.00
H -0.05289 2.43515 -4.55003 0.00
H 3.53700 0.46683 1.87238 0.00
C -1.81966 -3.69294 1.01690 0.00
H 0.26343 1.93688 -2.88838 0.00
H -2.13107 1.79293 -5.66191 0.00
C 2.73625 -1.51356 -5.36557 0.00
H 2.19930 3.85056 -2.17315 0.00
C 2.67582 2.44888 2.18555 0.04
N -0.61798 0.58612 1.68914 0.01
H -1.96885 -4.73618 1.22977 0.00
H 2.90024 1.31098 4.05655 0.00
H -4.02292 2.46037 2.52476 0.00
N -2.90136 0.57308 -0.28975 0.00
H 4.11073 4.05588 2.11328 0.00
N -1.82784 0.66343 -1.14684 0.00
O 1.17866 -0.56369 -1.64799 0.01
C -1.15837 -0.09207 -4.02669 0.00
C 1.43593 -0.73858 2.61441 0.00
H -3.99764 1.14431 3.69989 0.00
H 2.11460 2.88300 4.26462 0.00
C 3.06827 3.89658 1.83762 0.00
N 0.94230 1.95240 0.37264 0.63
C -0.66969 -3.10415 0.46623 0.00
H 3.39662 1.39669 0.39585 0.00
N 2.39719 1.73010 -1.89576 0.00
C 2.01553 -1.92391 4.63505 0.00
C 1.62439 -2.16575 -3.32330 0.00
C -5.35100 1.08665 -0.17059 0.00
H -6.06786 1.58791 -0.81684 0.00
Ir 0.18501 0.02425 0.02557 0.12
N -1.84969 0.72887 1.91605 -0.02
C -3.68941 1.49417 -2.10442 0.00
C -2.63547 1.78820 -4.69483 0.00
H 1.25511 -1.11020 6.48380 0.00
C 0.71278 0.07709 4.79046 0.00
C -4.10312 -2.80107 1.79120 0.00
H 0.20029 0.82449 5.38339 0.00
H 3.13649 3.26632 -0.78149 0.00
H 0.11319 3.00744 -1.17832 0.02
H 0.85757 -4.55241 2.12365 0.00
H -0.07991 -5.75933 1.23191 0.00
```

As for the orbital gap (alpha / beta): 4.80 / 4.78 eV. The value obtained for the HOMO energy (alpha / beta) is -9.52 / -9.51 eV. The value obtained for the relative energy (zero: lowest compared OMol25 entry of this formula, charge and spin) is 87.7 kJ/mol. The total charge is +1. As for the spin multiplicity: 2. Its expectation value of S² is 0.7592.

---

2.
A molecular structure, C3H2LiO, computed with ωB97M-V with the def2-TZVPD basis set.

```
7
Properties=species:S:1:pos:R:3:lowdin_charge:R:1
H 2.21537 0.38747 -0.98547 -0.02
H -1.35398 -0.29047 -0.79748 -0.05
Li -0.92817 -0.73073 1.45081 0.55
O -1.37963 0.93946 0.75650 -0.48
C -0.77723 0.60318 -0.35973 -0.40
C 1.38216 -0.04928 -0.44549 -0.26
C 0.84148 -0.85963 0.38086 -0.34
```

As for the orbital gap: 3.73 eV. The value obtained for the HOMO energy is -0.93 eV. The value obtained for the relative energy (zero: lowest compared OMol25 entry of this formula, charge and spin) is 217.9 kJ/mol. The total charge is -1.

---

3.
A molecular structure, C5H6Br2O, computed with ωB97M-V with the def2-TZVPD basis set.

```
14
Properties=species:S:1:pos:R:3:lowdin_charge:R:1
Br -0.80729 2.12036 0.14893 0.69
C -0.18023 -0.17064 -2.17083 -0.20
H 0.86206 1.36428 1.76076 0.09
C 0.64366 0.92415 0.70738 -1.04
H -1.84538 -1.24881 0.81248 0.11
C -0.29154 0.52280 -3.18806 -0.18
H -0.39821 0.70051 -4.14943 -0.10
H -1.47750 -0.04338 2.02320 0.11
H 1.83673 -0.96752 0.00740 0.05
H -0.85482 -1.71353 1.99526 0.12
O 1.07609 -1.46969 0.36669 0.10
C 0.21951 -0.52180 0.68276 -0.43
Br 2.24041 1.32738 -0.34132 0.73
C -1.02348 -0.82411 1.34477 -0.05
```

As for the orbital gap: 6.20 eV. The value obtained for the HOMO energy is -7.89 eV. The value obtained for the relative energy (zero: lowest compared OMol25 entry of this formula, charge and spin) is 372.7 kJ/mol.

---

4.
A molecular structure, C7H12FN3O, computed with ωB97M-V with the def2-TZVPD basis set.

```
24
Properties=species:S:1:pos:R:3:lowdin_charge:R:1
H -0.99165 -2.13410 0.45936 0.13
O -0.15357 1.76226 -1.36817 0.12
H -3.38328 -0.87450 1.17719 0.13
H -2.51000 1.34898 -0.82182 0.10
C -1.33495 -0.24820 -0.62985 -0.23
H 2.43909 1.23600 -1.07522 0.16
H -3.94368 -0.73634 -0.72463 0.10
H -1.52793 -0.52640 -1.69613 0.18
F 1.05770 -2.27144 -0.89193 -0.23
H -2.18837 1.04162 0.98684 0.13
N 0.57066 -1.22692 0.29671 0.06
C -0.13742 0.69400 -0.82540 -0.39
N 0.92643 0.11737 -0.09704 0.03
H 4.23272 -0.17749 -0.48930 0.10
C 3.44523 -0.30436 0.20094 -0.06
H -4.44640 0.34721 0.43448 0.01
H 3.01797 -1.18653 0.53188 0.07
N -0.79815 -1.18444 0.30056 0.04
C -2.45978 0.65853 -0.01041 -0.19
C -3.66089 -0.22179 0.22853 -0.11
H 3.78549 1.61545 1.02614 0.07
H 2.68344 0.77620 2.11082 0.15
C 3.11300 0.84264 1.03451 -0.14
C 2.26433 0.65224 -0.15807 -0.21
```

As for the orbital gap: 10.29 eV. The value obtained for the HOMO energy is -9.58 eV. The value obtained for the relative energy (zero: lowest compared OMol25 entry of this formula, charge and spin) is 249.1 kJ/mol.

---

5.
2 unconnected molecules or ions with the total composition C4H13N3O, computed with ωB97M-V with the def2-TZVPD basis set.

```
21
Properties=species:S:1:pos:R:3:lowdin_charge:R:1
N 0.29396 -0.07295 2.54911 0.08
H -2.18538 0.67714 0.26578 0.08
O 0.64041 -1.95633 1.13880 0.00
H -0.54070 -0.39888 3.02256 0.08
N -1.74292 -0.07209 -0.26265 0.00
C 0.40318 -0.57610 1.21816 -0.50
H -1.17702 1.47726 -1.56914 0.11
H -1.72837 -0.66515 -3.07529 0.07
C 1.17081 0.17922 0.25540 -0.25
H -0.04266 -0.12332 -3.14242 0.07
H -0.88390 -0.43595 0.55579 0.08
N 1.56335 1.50571 0.69344 0.01
C -0.82005 -0.51498 -2.48308 -0.10
C -1.07210 0.41911 -1.33007 -0.35
H 1.81084 2.09663 -0.09036 0.07
H -0.14917 -2.43284 1.41941 0.10
H 1.93598 -0.43353 -0.23141 0.13
H 2.35759 1.46258 1.32344 0.08
H -0.49879 -1.49244 -2.11665 0.08
H 0.29963 0.94162 2.53368 0.07
H 0.36530 0.41528 -0.67451 0.09
```

As for the orbital gap: 7.97 eV. The value obtained for the HOMO energy is -7.10 eV. The value obtained for the relative energy (zero: lowest compared OMol25 entry of this formula, charge and spin) is 393.9 kJ/mol.

---

The evaluated electronic energy for the records listed, in turn: -61881.675, -5391.316, -147407.867, -16683.832, -10873.595 eV.